1.
Density functional theory data (ωB97M-V/def2-TZVPD) for 8 unconnected molecules or ions with the total composition C41H61ClF14N9S.

```
127
Properties=species:S:1:pos:R:3:forces:R:3
C -4.68274 3.36844 1.87881 0.07 0.21 0.00
C -5.08500 3.35961 0.41601 0.12 0.03 -0.04
F -4.07869 3.99789 -0.33693 -0.14 0.00 0.01
C -5.28293 1.95705 -0.20663 0.16 0.21 0.15
C -3.96642 1.34378 -0.56826 0.05 -0.09 -0.04
N -3.40101 1.73334 -1.71109 -0.15 -0.03 0.23
N -2.24173 1.35493 -2.20432 0.05 -0.04 0.07
C -1.56158 0.52007 -1.46190 0.04 -0.11 0.31
C -2.00208 0.01110 -0.21406 0.21 0.23 -0.18
C -1.09950 -0.93349 0.52184 -0.22 -0.17 -0.11
C -0.69563 -0.55931 1.95230 0.36 -0.03 0.05
C -0.02711 0.79070 2.15432 0.01 -0.07 0.03
F 0.01031 1.05006 3.48038 -0.04 0.05 0.01
F -0.78465 1.78419 1.59558 0.06 -0.01 -0.18
C 1.45843 0.89570 1.65065 -0.12 0.12 0.14
F 1.64814 0.15186 0.53354 -0.13 0.08 0.01
F 2.21426 0.36375 2.62295 0.06 -0.12 -0.19
C 2.01463 2.34439 1.39645 0.11 -0.03 -0.10
F 3.34762 2.28859 1.55676 -0.08 0.03 0.04
F 1.50499 3.14049 2.34511 -0.05 -0.01 -0.09
C 1.77412 2.86882 -0.07882 0.10 -0.14 0.07
F 0.58323 2.44966 -0.52745 -0.14 -0.02 0.13
F 2.71270 2.30741 -0.84314 -0.06 0.04 -0.01
S 1.83058 4.76277 -0.32077 -0.03 -0.02 0.08
F 0.82158 4.65697 -1.54212 0.08 -0.01 0.03
F 0.59950 4.87944 0.67970 0.07 0.00 -0.08
F 2.85527 4.88303 0.88532 -0.10 0.03 -0.07
F 3.04006 4.66455 -1.33049 -0.02 0.00 0.06
F 1.83425 6.32064 -0.47006 0.01 -0.02 0.02
C -3.25311 0.41699 0.20569 -0.06 0.01 -0.13
Cl -3.96050 -0.21746 1.62992 -0.04 0.01 0.02
H -5.09505 2.51919 2.42390 0.00 0.04 -0.06
H -5.03917 4.28024 2.35856 0.07 -0.04 -0.03
H -3.59311 3.36313 1.96333 -0.06 -0.17 -0.01
H -5.98124 3.95530 0.24143 -0.08 -0.17 0.08
H -5.78068 1.31719 0.51975 -0.14 0.03 -0.16
H -5.90866 2.05170 -1.09562 0.06 -0.11 -0.02
H -3.88420 2.42731 -2.27120 0.05 0.03 -0.02
H -0.60404 0.19751 -1.85114 -0.10 0.08 -0.14
H -0.22342 -1.10313 -0.09949 0.04 0.01 0.05
H -1.61277 -1.90119 0.58691 0.02 0.09 0.11
H -1.54303 -0.57491 2.63847 0.07 0.02 -0.10
H -0.00160 -1.32338 2.31397 -0.10 0.01 -0.03
C 6.45587 1.87383 -2.17020 -0.02 0.02 -0.02
C 5.38513 1.27053 -3.07042 0.03 0.09 0.05
C 5.45192 -0.25958 -3.13379 -0.01 0.08 -0.01
C 6.73027 -0.72532 -3.67308 -0.13 0.00 0.02
N 7.73142 -1.06993 -4.11252 0.14 -0.03 -0.04
H 7.45613 1.64936 -2.54165 0.00 -0.03 0.01
H 6.35428 2.95816 -2.12512 0.00 0.00 0.01
H 6.37774 1.48565 -1.15257 0.00 0.00 0.00
H 5.47924 1.67614 -4.07973 -0.01 -0.03 -0.01
H 4.39638 1.55444 -2.70385 -0.02 -0.06 -0.03
H 4.65655 -0.65673 -3.76632 -0.01 -0.02 0.02
H 5.32621 -0.68771 -2.13730 0.00 -0.01 0.00
C -1.71965 0.04472 -7.17634 0.03 0.04 0.07
C -0.75815 1.10372 -6.65348 -0.09 -0.04 -0.04
C 0.48054 0.50991 -5.97014 -0.06 0.03 -0.04
C 0.11433 -0.29192 -4.80268 0.08 0.06 -0.07
N -0.19539 -0.90047 -3.88031 -0.02 -0.05 0.14
H -2.10964 -0.57521 -6.36578 0.04 -0.01 0.01
H -2.56587 0.50513 -7.68049 0.00 -0.01 -0.04
H -1.22507 -0.61092 -7.89563 -0.01 0.00 -0.01
H -1.27153 1.76020 -5.94752 0.02 0.02 0.00
H -0.41901 1.73066 -7.47885 0.05 0.01 0.03
H 1.15667 1.29743 -5.63355 0.03 -0.02 -0.01
H 1.03346 -0.12838 -6.66181 0.00 -0.01 0.01
C -0.61188 -5.32543 -1.13989 -0.03 -0.02 0.01
C -1.68880 -6.17937 -0.48149 0.13 0.00 -0.05
C -2.81723 -5.34598 0.13415 0.01 -0.07 -0.05
C -2.31127 -4.46151 1.18207 -0.03 -0.16 0.05
N -1.87657 -3.79374 2.00901 0.00 0.29 -0.02
H -0.11985 -4.67964 -0.40970 -0.01 0.01 0.01
H 0.15540 -5.95380 -1.59033 0.00 0.01 -0.01
H -1.03060 -4.69410 -1.92760 0.01 0.00 0.00
H -1.25252 -6.80272 0.29925 -0.04 -0.01 0.02
H -2.13072 -6.85160 -1.21818 -0.04 0.00 0.02
H -3.56809 -5.99278 0.58661 0.00 0.01 0.02
H -3.30478 -4.73363 -0.62871 0.00 0.01 0.01
C -2.47929 -5.36431 6.14405 -0.02 0.01 -0.01
C -3.90962 -5.80342 5.85699 0.08 0.06 0.03
C -3.98363 -7.15492 5.13529 0.03 0.09 0.06
C -3.29797 -7.11131 3.84400 -0.10 -0.07 0.08
N -2.76820 -7.05576 2.82870 0.05 0.00 -0.17
H -1.91576 -5.22360 5.22027 0.00 -0.02 -0.01
H -2.46896 -4.41913 6.68588 0.01 -0.01 0.01
H -1.95594 -6.10378 6.75261 0.00 0.00 0.00
H -4.41419 -5.04765 5.25155 -0.03 -0.02 -0.01
H -4.46811 -5.88900 6.79019 -0.03 -0.03 -0.02
H -5.01922 -7.44733 4.95814 0.01 -0.03 0.00
H -3.51789 -7.93665 5.73807 0.00 -0.01 0.00
C -2.73986 -3.07136 -11.35837 0.00 -0.01 0.03
C -3.74506 -3.46504 -10.28353 0.08 0.00 -0.06
C -4.92894 -2.49456 -10.19155 0.08 -0.05 -0.01
C -4.49333 -1.13794 -9.85664 -0.11 -0.09 -0.01
N -4.14068 -0.08115 -9.58412 0.05 0.11 0.04
H -2.29492 -2.09776 -11.14741 -0.02 0.01 -0.01
H -1.93255 -3.80076 -11.41516 0.00 0.00 -0.01
H -3.21401 -3.01964 -12.33987 0.00 0.00 0.00
H -3.24927 -3.51707 -9.31205 -0.02 -0.01 0.01
H -4.13983 -4.46033 -10.49245 -0.04 0.01 0.02
H -5.63797 -2.81814 -9.42867 -0.02 0.01 -0.02
H -5.46324 -2.45299 -11.14241 -0.01 0.01 0.00
C 2.52056 0.88735 5.96365 -0.02 0.03 0.00
C 1.79036 2.09657 6.53472 0.00 -0.05 -0.08
C 2.08293 2.30481 8.02470 0.01 -0.03 -0.16
C 1.63215 1.16164 8.81796 0.01 0.15 -0.01
N 1.24486 0.26221 9.41513 -0.04 -0.14 0.05
H 2.20093 -0.03495 6.45103 0.01 0.01 0.04
H 2.32040 0.78771 4.89943 0.02 -0.01 0.02
H 3.59944 0.98459 6.10063 0.00 0.00 0.02
H 0.71367 1.99011 6.38239 0.00 0.01 0.01
H 2.09966 2.99724 5.99845 0.00 0.03 0.05
H 1.58020 3.19739 8.39956 0.03 0.00 0.03
H 3.15721 2.43901 8.16187 -0.07 -0.02 0.15
C 6.19617 4.05142 4.54839 -0.03 0.01 0.00
C 5.57578 5.28094 5.20012 0.02 -0.06 -0.06
C 5.99110 5.45580 6.66635 -0.02 -0.02 -0.08
C 5.57969 4.31259 7.48139 0.02 0.14 -0.01
N 5.23240 3.41441 8.10419 0.00 -0.10 0.01
H 5.87546 3.13475 5.04593 0.01 0.00 0.02
H 5.90148 3.98170 3.50111 0.01 0.00 0.00
H 7.28594 4.09277 4.58769 0.00 0.00 0.00
H 4.48673 5.21989 5.14361 0.00 0.03 0.02
H 5.87221 6.17909 4.65623 0.00 0.03 0.04
H 5.53973 6.35271 7.09183 0.03 0.00 0.02
H 7.07441 5.55951 6.74986 0.00 0.00 0.00
```
Forces are in eV/Å.

calculated total energy = -118311.33381 eV
total charge = +1
Kohn-Sham gap = 8.14 eV

=====

2.
Density functional theory data (ωB97M-V/def2-TZVPD) for 10 unconnected molecules or ions with the total composition C41H62BN9O at a distorted geometry.

```
114
Properties=species:S:1:pos:R:3:forces:R:3
C -0.47160 3.33802 -3.86408 3.66 2.39 -2.59
C 0.71140 2.45402 -4.07408 3.28 -2.96 3.03
C 0.86340 1.18602 -2.97408 -3.55 -0.15 -0.83
C -0.03360 0.02502 -3.46608 -3.58 1.64 0.67
C 0.27640 -0.51198 -4.81508 1.86 1.44 1.03
C 0.20940 0.63302 -5.91108 -1.78 -2.88 -0.19
N 0.76740 1.86102 -5.41108 1.39 6.39 -6.24
O 1.15040 2.72002 -6.39608 -1.73 -4.95 5.70
C -1.28860 0.91602 -6.14108 0.24 4.77 -4.06
C 0.79340 0.17102 -7.20608 -0.96 -2.77 -4.01
C 2.00040 3.25202 -3.82308 0.49 -2.18 -0.28
H -0.14260 4.23402 -4.48208 -1.00 -0.72 0.46
H -0.46460 3.69502 -2.89808 -0.46 0.26 2.38
H -1.26660 2.90802 -4.27808 -3.85 -1.19 -0.83
H 0.35540 1.57202 -2.04408 1.21 -0.34 -0.65
H 1.80440 0.68102 -2.84408 1.09 0.97 0.15
H -1.08260 0.45502 -3.60008 0.84 -0.48 0.85
H -0.19760 -0.89698 -2.85108 0.57 1.35 0.29
H -0.53460 -1.23898 -4.85808 0.80 -0.51 -1.36
H 1.33040 -0.78098 -4.52908 -0.61 -1.03 -1.82
H -1.45360 1.71302 -7.16808 1.28 -1.62 2.80
H -1.65660 1.53902 -5.39308 -1.22 0.28 1.35
H -2.00160 0.29502 -6.59708 -0.26 -2.31 0.53
H 1.63740 -0.45898 -6.98108 1.05 0.42 -0.21
H 0.89740 0.82202 -8.16508 0.08 -0.58 2.36
H 0.12340 -0.75398 -7.72908 1.07 2.56 1.92
H 2.22040 3.94202 -4.58508 0.07 1.17 -0.76
H 2.78840 2.47902 -3.82908 0.08 0.64 0.12
H 1.95440 3.68102 -2.84308 -0.13 0.38 0.53
B 0.11640 -0.09598 1.08292 -0.56 -0.33 -1.21
H 0.58840 -0.48298 2.04892 0.65 -0.80 1.23
H 0.86140 0.47902 0.39492 1.81 0.42 -1.31
H -0.45860 -0.84898 0.34692 -0.32 -0.53 -0.07
H -0.52460 0.84902 1.25792 -1.61 1.39 0.73
N -3.59460 -3.27298 1.84392 -2.37 -0.71 -2.09
C -2.51260 -3.71098 0.98192 -0.96 -1.22 1.23
C -2.45160 -5.19198 1.13692 -1.47 1.07 0.48
C -3.67660 -5.61698 1.92492 -0.02 5.25 -1.41
C -4.50260 -4.27298 2.15792 11.28 -5.71 -2.83
H -4.09360 -2.35498 1.95692 1.63 -0.64 -0.83
H -2.03760 -2.89698 0.28092 -0.50 -2.02 1.99
H -1.62860 -5.96198 0.73792 -2.05 2.24 0.89
H -3.91560 -6.63398 2.24692 -0.07 0.57 -0.29
H -5.38960 -4.24198 2.52092 -5.40 0.97 2.70
N 2.48140 1.56702 2.17492 0.45 -1.30 0.75
C 3.48940 0.89702 2.93992 -2.18 5.66 0.58
C 3.79740 1.72602 4.08892 -1.44 -1.36 -1.69
C 2.76640 2.86002 4.13392 -0.43 -3.49 -4.93
C 1.92440 2.61202 2.84592 4.83 -0.84 4.24
H 2.18540 1.09902 1.24892 -0.27 1.08 2.17
H 3.67640 0.01902 2.43192 1.58 -1.93 0.04
H 4.60540 1.24502 4.72792 -1.33 1.58 -0.24
H 2.57040 3.74002 4.72692 0.39 -0.34 0.35
H 1.08540 3.12402 2.52092 -1.08 0.85 -0.21
N 2.08740 -2.33698 5.25392 1.73 1.47 -3.57
C 2.82940 -2.53298 3.95492 1.85 -4.78 5.60
C 3.85040 -3.74598 4.20392 -6.14 5.05 3.39
C 3.62140 -4.09898 5.58492 -1.87 3.15 -0.14
C 2.58340 -3.17998 6.20492 3.20 -2.10 -5.28
H 1.45940 -1.37898 5.34392 2.13 -3.73 0.04
H 2.64040 -1.90098 3.15592 -0.50 0.78 -1.33
H 4.56440 -4.16298 3.59892 1.32 -0.70 -1.67
H 4.26440 -4.76198 6.16292 -0.49 0.03 -0.12
H 2.40940 -3.12298 7.19992 -1.00 0.28 2.71
N 0.70140 3.56802 0.39992 1.06 6.22 -2.25
C 1.93140 4.18202 0.41992 3.06 0.83 -0.73
C 1.96040 5.40802 -0.38508 -3.69 -2.77 1.04
C 0.56940 5.59602 -0.75708 -3.49 -2.88 0.35
C -0.28360 4.33802 -0.21908 4.51 2.36 -0.76
H 0.53040 2.71402 0.73092 -0.87 -4.24 1.79
H 2.89540 3.76802 1.02292 -2.88 0.83 -1.85
H 2.80840 5.97802 -0.74508 -0.15 -0.04 0.56
H -0.04860 6.35302 -1.38208 1.78 -1.15 1.24
H -1.29360 3.90102 -0.13208 0.51 1.00 -0.54
N 2.40240 -1.79398 -1.18908 -3.98 0.69 -2.56
C 3.70340 -1.63198 -1.09808 4.64 -3.26 -0.04
C 4.36940 -2.75398 -1.86908 -4.56 1.98 -0.66
C 3.23940 -3.34298 -2.70408 -0.42 1.87 0.25
C 1.91840 -2.62498 -2.26508 6.31 -1.87 0.12
H 1.73740 -1.09398 -0.84008 0.31 -0.39 0.47
H 4.25340 -0.92198 -0.36208 -1.50 -1.40 -1.36
H 5.43340 -3.01398 -1.88808 -0.68 0.28 -0.11
H 3.46340 -4.03998 -3.71508 -1.04 1.86 3.31
H 0.88440 -2.81898 -2.58708 0.76 0.29 0.76
N -3.41860 -1.32598 -2.99508 0.25 7.45 1.99
C -3.14160 -0.49098 -1.83308 -2.31 3.72 -5.86
C -3.52060 0.90702 -2.21308 -1.89 -7.75 -3.91
C -4.28460 0.76702 -3.51508 5.31 -6.17 2.02
C -3.95560 -0.64098 -4.04508 -0.67 5.16 5.59
H -3.34660 -2.23498 -2.87408 0.41 -5.33 0.18
H -3.07460 -0.91398 -0.90808 0.80 -1.07 2.22
H -3.58860 1.75202 -1.68108 0.11 2.70 2.29
H -4.57560 1.51802 -4.11508 -1.17 2.53 -1.92
H -4.08660 -1.08298 -4.94308 -0.74 -1.25 -2.64
N 1.02540 0.63002 5.30592 -0.62 0.18 -0.06
C 1.47140 0.35002 6.61292 -7.10 -3.78 -1.69
C 0.37640 -0.60498 7.16292 0.85 4.21 -6.06
C -0.70560 -0.75498 6.11692 8.89 5.64 -0.83
C -0.27760 0.03002 5.00292 3.22 0.05 3.63
H 1.64640 1.32102 4.63492 -2.25 -2.04 2.03
H 2.30640 0.87802 6.89392 1.83 0.48 1.24
H 0.24940 -1.17998 7.97492 0.41 -1.40 3.26
H -1.53960 -1.22898 6.20492 -4.87 -3.06 0.55
H -0.59760 0.26802 4.04592 -0.96 0.00 -1.50
N -3.19660 -0.03898 2.18292 -8.74 -2.60 3.12
C -3.53760 -0.59398 3.42592 -6.47 1.02 -5.01
C -5.05060 -0.82598 3.37792 2.67 -0.10 1.77
C -5.47760 -0.36398 2.07392 1.29 0.25 0.55
C -4.32460 0.10702 1.35692 0.17 -0.51 2.73
H -2.36960 0.20002 1.89192 6.10 1.56 -1.76
H -2.77160 -0.68098 4.04692 2.65 -0.89 3.12
H -5.73660 -1.29798 4.33692 2.25 1.54 -3.28
H -6.55060 -0.35698 1.80992 1.04 0.12 -0.25
H -4.08460 0.77902 0.55992 -0.89 -0.20 -0.81
```
Forces are in eV/Å.

calculated total energy = -59628.27541 eV
total charge = 0
Kohn-Sham gap = 1.36 eV
ΔE to the lowest compared entry with this formula, charge and spin = 78.3 kcal per mole